Record 1
An isolated molecule of C4H12N4 in a non-equilibrium geometry. Source: the Open Molecules 2025 dataset; level of theory: ωB97M-V with the def2-TZVPD basis set.

Positions of all 20 atoms, in Å:
C1 -1.293 -0.072 1.461
C2 -0.102 0.237 0.604
C3 1.210 0.634 1.388
N1 1.774 -0.513 2.074
C4 -0.038 0.059 -0.710
N2 1.042 0.242 -1.564
N3 -1.277 -0.392 -1.411
N4 -1.233 -0.231 -2.819
H1 -2.019 0.746 1.441
H2 -1.798 -0.985 1.144
H3 -0.963 -0.216 2.486
H4 0.936 1.369 2.152
H5 1.907 1.129 0.699
H6 2.049 -1.234 1.414
H7 2.552 -0.316 2.693
H8 1.909 -0.142 -1.222
H9 0.808 -0.091 -2.497
H10 -2.094 0.022 -0.967
H11 -1.828 -0.939 -3.239
H12 -1.543 0.692 -3.127

* HOMO-LUMO gap: 8.3 eV
* SMILES string: C/C(CN)=C(/N)NN
* total charge: 0
* LUMO energy: 0.962 eV
* calculated total energy: -10301.6431 eV


Record 2
A cluster of 13 separate species, C26H78O13 in total in a non-equilibrium geometry. Source: the Open Molecules 2025 dataset; level of theory: ωB97M-V with the def2-TZVPD basis set.

Positions of all 117 atoms, in Å:
C1 -3.603 -2.093 -1.095
C2 -3.393 -2.604 -2.510
O1 -2.059 -3.082 -2.622
H1 -2.884 -1.286 -0.952
H2 -3.423 -2.852 -0.334
H3 -4.621 -1.735 -0.944
H4 -3.534 -1.787 -3.217
H5 -4.134 -3.358 -2.775
H6 -1.869 -3.147 -3.561
C3 -3.319 -0.567 4.555
C4 -2.691 -0.422 3.145
O2 -2.852 -1.582 2.478
H7 -2.868 -1.388 5.112
H8 -4.362 -0.867 4.460
H9 -3.201 0.374 5.093
H10 -1.658 -0.074 3.139
H11 -3.317 0.313 2.637
H12 -3.781 -1.565 2.238
C5 -4.550 2.569 -0.849
C6 -5.012 1.082 -0.679
O3 -6.237 1.161 0.049
H13 -4.028 2.998 0.006
H14 -5.387 3.242 -1.035
H15 -3.880 2.569 -1.708
H16 -4.244 0.438 -0.251
H17 -5.153 0.693 -1.687
H18 -6.896 1.734 -0.351
C7 -0.979 0.762 -0.220
C8 -0.156 -0.540 -0.486
O4 1.054 -0.481 0.251
H19 -1.088 1.030 0.831
H20 -1.977 0.781 -0.656
H21 -0.383 1.579 -0.627
H22 -0.045 -0.688 -1.560
H23 -0.666 -1.451 -0.174
H24 1.492 -1.311 0.052
O5 2.882 1.567 -1.286
H25 3.591 1.851 -0.710
H26 2.233 1.184 -0.696
O6 2.055 -2.737 -0.777
H27 2.693 -3.317 -1.193
H28 1.212 -3.165 -0.921
O7 -0.519 -3.254 2.036
H29 -1.351 -2.836 2.256
H30 -0.528 -3.320 1.081
C9 -1.403 5.095 -3.755
C10 -0.884 3.893 -2.953
C11 0.616 3.935 -2.689
O8 -1.524 3.856 -1.733
H31 -0.892 5.164 -4.715
H32 -1.204 6.065 -3.298
H33 -2.472 5.115 -3.970
H34 -1.130 2.975 -3.488
H35 1.139 4.049 -3.639
H36 0.997 2.990 -2.302
H37 0.923 4.702 -1.979
H38 -1.153 4.593 -1.243
C12 -1.487 5.286 3.207
C13 -0.950 3.939 2.699
C14 -0.026 4.081 1.494
O9 -0.157 3.356 3.727
H39 -2.021 5.788 2.400
H40 -0.601 5.869 3.459
H41 -2.090 5.210 4.111
H42 -1.783 3.292 2.426
H43 0.699 4.859 1.734
H44 -0.515 4.483 0.607
H45 0.438 3.110 1.323
H46 0.266 2.633 3.259
C15 6.252 -1.543 1.767
C16 6.369 -1.136 0.291
C17 5.006 -1.162 -0.460
O10 6.765 0.231 0.373
H47 6.018 -2.605 1.699
H48 5.425 -1.001 2.227
H49 7.168 -1.283 2.298
H50 7.152 -1.697 -0.219
H51 4.803 -2.167 -0.830
H52 5.107 -0.520 -1.335
H53 4.183 -0.790 0.149
H54 7.507 0.289 0.980
C18 3.019 0.021 3.368
C19 1.590 0.142 3.850
C20 1.626 0.899 5.241
O11 0.905 0.916 2.879
H55 3.064 -0.258 2.315
H56 3.590 -0.654 4.007
H57 3.490 0.999 3.461
H58 1.124 -0.836 3.961
H59 1.865 0.235 6.072
H60 0.638 1.322 5.424
H61 2.406 1.659 5.206
H62 0.871 0.431 2.051
C21 0.680 -6.148 -0.079
C22 -0.465 -5.490 -0.889
C23 -1.787 -6.047 -0.503
O12 -0.349 -4.042 -0.698
H63 0.499 -5.940 0.976
H64 1.641 -5.778 -0.436
H65 0.638 -7.220 -0.270
H66 -0.298 -5.723 -1.941
H67 -2.580 -5.888 -1.233
H68 -2.194 -5.659 0.430
H69 -1.746 -7.130 -0.380
H70 -0.994 -3.639 -1.283
C24 2.315 -1.156 -3.642
C25 1.993 0.024 -4.549
C26 0.476 0.342 -4.401
O13 2.721 1.174 -4.050
H71 1.678 -1.991 -3.935
H72 2.160 -1.007 -2.573
H73 3.358 -1.460 -3.721
H74 2.156 -0.197 -5.603
H75 0.082 0.908 -5.246
H76 0.317 1.063 -3.599
H77 -0.261 -0.453 -4.287
H78 2.672 1.205 -3.092

* HOMO-LUMO gap: 9.6 eV
* total charge: 0
* LUMO energy: 0.119 eV
* calculated total energy: -54843.1160 eV


Record 3
A cluster of 13 separate species, C42H112B6F24N7O14 in total in a non-equilibrium geometry. Source: the Open Molecules 2025 dataset; level of theory: ωB97M-V with the def2-TZVPD basis set.

Positions of all 205 atoms, in Å:
C1 -15.596 -8.071 14.898
O1 -15.702 -6.815 15.647
C2 -14.518 -6.298 16.275
C3 -14.705 -6.040 17.788
N1 -15.096 -7.227 18.596
H1 -15.083 -6.835 19.527
H2 -16.089 -7.338 18.445
C4 -14.266 -8.508 18.701
C5 -14.719 -9.294 19.983
O2 -16.126 -9.254 20.236
C6 -16.485 -10.037 21.346
H3 -14.998 -8.824 15.411
H4 -15.172 -7.835 13.922
H5 -16.609 -8.446 14.757
H6 -14.161 -5.418 15.739
H7 -13.628 -6.923 16.205
H8 -15.457 -5.259 17.899
H9 -13.751 -5.673 18.165
H10 -13.234 -8.161 18.637
H11 -14.585 -9.034 17.802
H12 -14.184 -8.865 20.831
H13 -14.407 -10.337 19.936
H14 -15.814 -9.762 22.160
H15 -16.587 -11.067 21.004
H16 -17.455 -9.818 21.792
C7 -18.781 -19.120 26.012
O3 -18.739 -17.742 25.702
C8 -17.762 -17.006 26.397
C9 -17.805 -15.438 26.193
N2 -17.324 -14.977 24.751
H17 -17.111 -13.990 24.711
H18 -16.482 -15.444 24.446
C10 -18.371 -15.382 23.609
C11 -17.822 -14.954 22.257
O4 -16.384 -15.016 22.143
C12 -15.971 -14.330 20.940
H19 -19.663 -19.638 25.636
H20 -18.943 -19.282 27.077
H21 -17.983 -19.747 25.614
H22 -16.810 -17.511 26.233
H23 -17.932 -17.231 27.450
H24 -17.161 -14.916 26.901
H25 -18.849 -15.152 26.319
H26 -19.379 -14.980 23.712
H27 -18.403 -16.471 23.617
H28 -18.057 -13.912 22.039
H29 -18.401 -15.463 21.487
H30 -14.892 -14.426 20.820
H31 -16.043 -13.249 21.058
H32 -16.527 -14.794 20.125
C13 -15.826 -3.182 11.020
O5 -16.789 -4.098 11.678
C14 -16.210 -5.421 11.952
C15 -17.302 -6.519 11.892
N3 -18.528 -6.154 12.714
H33 -18.910 -5.373 12.199
H34 -19.114 -6.969 12.601
C16 -18.495 -5.840 14.179
C17 -19.790 -5.048 14.579
O6 -19.815 -3.936 13.756
C18 -21.145 -3.533 13.517
H35 -15.652 -3.620 10.037
H36 -14.874 -3.093 11.543
H37 -16.362 -2.259 10.797
H38 -15.802 -5.290 12.954
H39 -15.454 -5.647 11.200
H40 -16.966 -7.523 12.153
H41 -17.683 -6.564 10.872
H42 -17.648 -5.155 14.213
H43 -18.309 -6.760 14.732
H44 -19.802 -4.665 15.600
H45 -20.716 -5.609 14.456
H46 -21.074 -2.588 12.979
H47 -21.622 -3.395 14.487
H48 -21.591 -4.295 12.877
C19 -19.903 -11.379 20.552
O7 -20.079 -11.040 19.172
C20 -18.928 -10.271 18.762
C21 -19.139 -10.013 17.242
N4 -19.476 -11.293 16.405
H49 -19.275 -11.142 15.427
H50 -18.961 -12.122 16.666
C22 -20.981 -11.684 16.497
C23 -21.028 -13.154 15.974
O8 -20.111 -14.061 16.623
C24 -20.383 -14.345 17.945
H51 -19.670 -10.529 21.193
H52 -19.201 -12.191 20.743
H53 -20.795 -11.834 20.982
H54 -18.046 -10.831 19.075
H55 -18.960 -9.330 19.312
H56 -18.214 -9.763 16.724
H57 -19.826 -9.175 17.124
H58 -21.584 -11.031 15.866
H59 -21.529 -11.582 17.434
H60 -20.750 -13.152 14.920
H61 -22.015 -13.616 15.960
H62 -19.588 -14.942 18.392
H63 -21.340 -14.841 18.106
H64 -20.326 -13.458 18.575
C25 -5.540 -5.263 14.262
O9 -6.769 -6.017 14.244
C26 -7.887 -5.183 14.552
C27 -9.109 -6.182 14.752
N5 -9.479 -6.991 13.557
H65 -9.391 -6.426 12.725
H66 -8.747 -7.679 13.452
C28 -10.831 -7.741 13.644
C29 -11.943 -6.827 12.934
O10 -11.785 -5.518 13.266
C30 -12.661 -4.730 12.484
H67 -5.616 -4.204 14.015
H68 -4.913 -5.746 13.511
H69 -4.949 -5.193 15.175
H70 -8.104 -4.451 13.774
H71 -7.803 -4.583 15.458
H72 -10.028 -5.607 14.862
H73 -9.054 -6.921 15.551
H74 -11.012 -7.907 14.706
H75 -10.548 -8.635 13.087
H76 -12.934 -7.248 13.107
H77 -11.830 -6.993 11.862
H78 -12.753 -5.082 11.457
H79 -12.184 -3.751 12.459
H80 -13.646 -4.667 12.947
C31 -11.788 -3.302 17.036
O11 -13.155 -3.242 16.906
C32 -13.697 -1.953 16.494
C33 -15.129 -1.894 17.005
N6 -15.047 -1.831 18.533
H81 -14.608 -0.986 18.868
H82 -14.562 -2.644 18.886
C34 -16.420 -2.074 19.235
C35 -17.327 -0.900 19.156
O12 -17.955 -0.780 17.899
C36 -18.725 0.410 17.736
H83 -11.629 -3.929 17.914
H84 -11.221 -2.371 17.042
H85 -11.372 -3.947 16.261
H86 -13.556 -2.027 15.416
H87 -13.038 -1.136 16.788
H88 -15.558 -2.841 16.679
H89 -15.766 -1.055 16.725
H90 -16.142 -2.312 20.261
H91 -16.774 -3.022 18.827
H92 -16.669 -0.072 19.419
H93 -18.102 -1.116 19.892
H94 -19.422 0.433 18.574
H95 -19.260 0.533 16.795
H96 -18.192 1.353 17.861
C37 -11.577 -7.785 22.559
O13 -12.016 -8.526 23.672
C38 -13.317 -8.992 23.762
C39 -14.384 -8.012 24.218
N7 -14.159 -7.383 25.624
H97 -15.050 -6.932 25.780
H98 -14.082 -8.129 26.301
C40 -13.091 -6.286 25.752
C41 -13.033 -5.731 27.159
O14 -13.062 -6.758 28.056
C42 -13.580 -6.424 29.312
H99 -12.155 -6.873 22.405
H100 -11.647 -8.269 21.584
H101 -10.506 -7.672 22.730
H102 -13.388 -9.810 24.479
H103 -13.608 -9.445 22.814
H104 -15.427 -8.329 24.256
H105 -14.359 -7.113 23.602
H106 -13.381 -5.463 25.100
H107 -12.143 -6.734 25.457
H108 -13.831 -4.991 27.214
H109 -12.125 -5.173 27.386
H110 -14.639 -6.190 29.203
H111 -13.082 -5.610 29.838
H112 -13.451 -7.376 29.827
B1 -18.331 -6.023 17.967
F1 -17.753 -7.192 18.328
F2 -19.638 -6.268 17.511
F3 -18.290 -5.282 19.109
F4 -17.663 -5.353 16.948
B2 -10.326 -7.500 17.797
F5 -10.757 -7.547 19.056
F6 -10.272 -6.195 17.421
F7 -9.037 -7.955 17.815
F8 -11.165 -8.275 17.011
B3 -19.936 -9.583 13.451
F9 -20.722 -10.692 13.318
F10 -20.611 -8.845 14.372
F11 -18.715 -9.908 14.064
F12 -19.729 -8.943 12.309
B4 -13.822 -10.070 12.014
F13 -14.717 -10.940 12.561
F14 -14.546 -8.930 11.613
F15 -12.759 -9.735 12.789
F16 -13.287 -10.708 10.857
B5 -14.350 -4.770 20.787
F17 -13.744 -4.030 19.845
F18 -14.079 -4.071 21.959
F19 -15.675 -4.856 20.596
F20 -13.774 -6.068 20.783
B6 -17.216 -11.564 24.306
F21 -17.631 -12.358 25.321
F22 -18.295 -11.091 23.632
F23 -16.438 -10.479 24.771
F24 -16.289 -12.386 23.591

* HOMO-LUMO gap: 9.4 eV
* total charge: +1
* LUMO energy: -1.675 eV
* calculated total energy: -153764.6166 eV


Look up the total charge of the second one. 0


Look up the total charge of the first one. 0


Among the records above, which one has the highest total charge? C42H112B6F24N7O14